Density functional theory data (the ωB97M-V functional and the def2-TZVPD basis) for a molecular structure, C35H42F4GeN6O2SSc.

CARTESIAN COORDINATES (ANGSTROEM)
Sc (0.11, -0.06, 0.09)
C (2.05, 0.44, 2.70)
N (1.93, 1.21, 1.45)
C (3.31, 1.51, 1.02)
C (1.24, 2.48, 1.71)
C (-0.12, 2.25, 2.30)
N (-0.79, 1.16, 1.59)
C (-2.03, 0.77, 2.09)
C (-2.61, -0.37, 1.55)
F (-1.91, -0.92, 0.49)
C (-3.78, -0.95, 1.95)
F (-4.19, -2.05, 1.32)
C (-4.49, -0.38, 2.98)
C (-3.98, 0.77, 3.53)
F (-4.64, 1.37, 4.51)
C (-2.79, 1.34, 3.11)
F (-2.41, 2.48, 3.71)
H (2.57, 1.02, 3.46)
H (2.62, -0.47, 2.50)
H (1.07, 0.17, 3.07)
H (3.85, 2.00, 1.84)
H (3.34, 2.18, 0.17)
H (3.83, 0.59, 0.77)
H (1.14, 3.03, 0.77)
H (1.83, 3.11, 2.39)
H (-0.68, 3.18, 2.24)
H (-0.04, 2.01, 3.36)
H (-5.42, -0.81, 3.33)
C (0.23, -2.24, 2.84)
O (0.29, -2.00, 1.42)
C (0.49, -3.19, 0.65)
C (-0.48, -3.20, -0.49)
O (-0.32, -2.00, -1.26)
C (-0.67, -2.22, -2.64)
H (-0.49, -3.03, 3.04)
H (-0.11, -1.33, 3.32)
H (1.21, -2.52, 3.23)
H (0.29, -4.07, 1.27)
H (1.52, -3.24, 0.30)
H (-1.51, -3.29, -0.15)
H (-0.25, -4.07, -1.11)
H (-0.08, -3.04, -3.03)
H (-0.45, -1.31, -3.19)
H (-1.73, -2.45, -2.72)
C (3.07, 3.38, -3.71)
C (3.34, 2.01, -3.21)
N (4.30, 1.23, -3.56)
N (4.11, 0.09, -2.81)
C (3.06, 0.15, -2.00)
S (2.45, -1.00, -0.93)
N (2.56, 1.37, -2.24)
N (1.41, 1.82, -1.60)
H (3.77, 3.60, -4.51)
H (3.19, 4.12, -2.92)
H (2.05, 3.46, -4.11)
H (4.76, -0.68, -2.89)
H (1.67, 2.51, -0.90)
H (0.83, 2.31, -2.27)
C (-6.10, 1.16, -0.03)
C (-5.43, 2.38, 0.04)
C (-4.12, 2.48, -0.41)
C (-3.46, 1.36, -0.93)
C (-4.14, 0.14, -0.98)
C (-5.46, 0.05, -0.55)
Ge (-1.65, 1.51, -1.62)
C (-1.13, 3.39, -1.65)
C (-1.11, 4.14, -0.47)
C (-0.73, 5.47, -0.47)
C (-0.33, 6.08, -1.66)
C (-0.36, 5.36, -2.85)
C (-0.75, 4.02, -2.84)
C (-1.65, 0.87, -3.47)
C (-0.50, 0.83, -4.27)
C (-0.56, 0.46, -5.60)
C (-1.78, 0.10, -6.16)
C (-2.93, 0.12, -5.39)
C (-2.87, 0.50, -4.05)
H (-7.12, 1.09, 0.32)
H (-5.94, 3.26, 0.42)
H (-3.63, 3.45, -0.38)
H (-3.66, -0.74, -1.38)
H (-5.98, -0.90, -0.62)
H (-1.43, 3.68, 0.46)
H (-0.75, 6.05, 0.45)
H (-0.03, 7.12, -1.66)
H (-0.09, 5.84, -3.78)
H (-0.83, 3.49, -3.79)
H (0.48, 1.06, -3.85)
H (0.35, 0.44, -6.20)
H (-1.83, -0.19, -7.21)
H (-3.88, -0.16, -5.82)
H (-3.78, 0.53, -3.47)

Computed properties:
<S²> = 0.755
Kohn-Sham gap (alpha / beta) = 7.676 / 5.649 eV
Multiplicity = 2
Net charge = +2

Density functional theory data (the ωB97M-V functional and the def2-TZVPD basis) for C5H8O2 in the gas phase.

CARTESIAN COORDINATES (ANGSTROEM)
O (-2.31, 0.89, 0.58)
C (-1.59, 0.38, 1.42)
C (-0.14, 0.03, 1.19)
C (0.26, 0.11, -0.27)
O (0.05, 1.38, -0.84)
C (1.55, -0.47, -0.69)
C (-0.04, -1.06, -1.13)
H (-1.97, 0.17, 2.43)
H (0.04, -0.97, 1.60)
H (0.46, 0.74, 1.78)
H (-0.90, 1.53, -0.77)
H (2.15, -0.98, 0.09)
H (2.13, 0.11, -1.40)
H (-0.17, -0.80, -2.19)
H (0.81, -1.84, -1.03)

Computed properties:
SMILES = O=CCC1(O)CC1
Kohn-Sham gap = 9.757 eV

Density functional theory data (the ωB97M-V functional and the def2-TZVPD basis) for C5H11N in the gas phase.

CARTESIAN COORDINATES (ANGSTROEM)
C (-0.29, 0.45, 1.82)
C (0.10, -0.35, 0.60)
C (0.75, -1.66, 0.80)
C (-0.08, 0.22, -0.62)
C (0.24, -0.17, -1.96)
N (-0.71, 1.46, -0.64)
H (-1.41, 0.56, 1.84)
H (0.21, 1.42, 1.93)
H (0.04, -0.14, 2.74)
H (1.65, -1.45, 1.40)
H (0.97, -2.00, -0.15)
H (0.17, -2.38, 1.36)
H (1.22, -0.26, -2.15)
H (-0.24, -1.26, -2.24)
H (0.09, 0.59, -2.80)
H (-0.86, 1.95, 0.17)
H (-1.19, 1.76, -1.51)

Computed properties:
SMILES = CC(C)=C(C)N
Kohn-Sham gap = 8.266 eV

Density functional theory data (the ωB97M-V functional and the def2-TZVPD basis) for a molecular structure, C4H4Br2N2O4.

CARTESIAN COORDINATES (ANGSTROEM)
C (2.04, 0.87, 0.38)
C (-0.14, 0.30, 1.13)
C (1.40, 0.27, -0.87)
C (-1.30, -0.82, -0.77)
N (1.11, 0.89, 1.37)
N (-0.15, -0.23, -0.11)
O (3.16, 1.27, 0.43)
O (-1.05, 0.28, 1.92)
O (-1.66, -1.96, -0.10)
O (-2.30, 0.10, -0.90)
Br (2.23, -1.28, -1.56)
Br (0.98, 1.56, -2.19)
H (-0.99, -1.12, -1.77)
H (1.33, 1.28, 2.28)
H (-1.99, -1.74, 0.79)
H (-2.66, 0.33, -0.03)

Computed properties:
Kohn-Sham gap = 10.371 eV

Density functional theory data (the ωB97M-V functional and the def2-TZVPD basis) for a molecular structure, C29H28IN8O2Ti.

CARTESIAN COORDINATES (ANGSTROEM)
Ti (1.28, -0.40, -0.81)
C (1.99, 2.69, 2.35)
C (2.26, 1.80, 1.36)
N (1.32, 1.36, 0.49)
C (0.06, 1.92, 0.64)
C (-0.18, 2.81, 1.70)
N (0.73, 3.20, 2.56)
C (-0.84, 1.66, -0.45)
C (-2.05, 2.30, -0.78)
C (-2.55, 2.13, -2.07)
C (-1.84, 1.43, -3.03)
C (-0.65, 0.80, -2.65)
N (-0.29, 0.82, -1.35)
C (0.38, 0.22, -3.48)
C (0.24, -0.03, -4.85)
N (1.20, -0.50, -5.62)
C (2.38, -0.73, -4.98)
C (2.56, -0.54, -3.64)
N (1.57, -0.06, -2.83)
C (-3.83, 2.79, -2.44)
C (-4.15, 4.08, -2.01)
C (-5.36, 4.64, -2.39)
N (-6.26, 4.02, -3.15)
C (-5.95, 2.79, -3.55)
C (-4.77, 2.14, -3.23)
H (2.78, 3.03, 3.01)
H (3.26, 1.39, 1.24)
H (-1.19, 3.20, 1.83)
H (-2.56, 2.93, -0.06)
H (-2.16, 1.44, -4.06)
H (-0.72, 0.16, -5.32)
H (3.20, -1.11, -5.58)
H (3.50, -0.77, -3.16)
H (-3.45, 4.65, -1.41)
H (-5.61, 5.65, -2.07)
H (-6.69, 2.28, -4.16)
H (-4.59, 1.13, -3.58)
O (0.84, -1.27, 1.14)
C (0.62, -1.98, 2.11)
C (-0.24, -3.20, 2.07)
C (-1.66, -2.60, 2.16)
C (-1.92, -1.60, 3.31)
C (-1.23, -0.23, 3.16)
C (0.23, -0.20, 3.64)
N (0.89, -1.50, 3.37)
H (-0.03, -3.84, 2.93)
H (-0.12, -3.75, 1.14)
H (-2.37, -3.43, 2.23)
H (-1.86, -2.10, 1.21)
H (-1.67, -2.06, 4.27)
H (-2.99, -1.43, 3.34)
H (-1.78, 0.52, 3.73)
H (-1.28, 0.08, 2.11)
H (0.29, -0.05, 4.72)
H (0.79, 0.61, 3.17)
H (0.65, -2.17, 4.08)
O (3.17, -0.99, -0.46)
N (3.66, -1.85, 0.42)
C (4.59, -1.42, 1.28)
C (5.13, -2.30, 2.20)
C (4.69, -3.61, 2.22)
C (3.72, -4.02, 1.32)
C (3.21, -3.12, 0.41)
H (4.86, -0.38, 1.18)
H (5.88, -1.94, 2.89)
H (5.10, -4.32, 2.93)
H (3.35, -5.04, 1.29)
H (2.44, -3.32, -0.33)
I (0.03, -2.79, -1.70)

Computed properties:
<S²> = 3.795
Kohn-Sham gap (alpha / beta) = 4.116 / 7.156 eV
Multiplicity = 4

Density functional theory data (the ωB97M-V functional and the def2-TZVPD basis) for C4H6O2 in the gas phase.

CARTESIAN COORDINATES (ANGSTROEM)
C (-0.15, 0.23, 0.55)
C (0.98, 0.57, -0.22)
C (-0.15, -1.22, 0.19)
C (-1.31, -0.42, -0.23)
O (-0.19, 0.71, 1.86)
O (0.88, 0.91, -1.53)
H (-0.52, -0.01, 2.43)
H (1.76, 0.92, -1.94)
H (1.94, 0.70, 0.27)
H (0.45, -1.78, -0.52)
H (-2.19, -0.49, 0.41)
H (-1.50, -0.12, -1.25)

Computed properties:
Kohn-Sham gap = 8.076 eV

Density functional theory data (the ωB97M-V functional and the def2-TZVPD basis) for 2 unconnected molecules or ions with the total composition C4H7NO.

CARTESIAN COORDINATES (ANGSTROEM)
C (-0.84, 0.12, -0.03)
C (0.47, -0.54, -0.22)
C (1.53, -0.22, 0.79)
C (1.71, 0.18, -0.65)
H (-1.65, -1.74, 0.70)
H (-2.90, -0.36, 0.42)
H (0.38, -1.64, -0.48)
H (1.33, 0.60, 1.39)
H (2.04, -1.07, 1.31)
H (2.36, -0.43, -1.28)
H (1.40, 1.19, -0.90)
N (-1.93, -0.65, -0.24)
O (-0.83, 1.36, 0.15)

Computed properties:
Kohn-Sham gap = 9.733 eV

Density functional theory data (the ωB97M-V functional and the def2-TZVPD basis) for a molecular structure, C36H53N4O3Ti.

CARTESIAN COORDINATES (ANGSTROEM)
Ti (0.80, 0.06, 0.65)
C (-2.22, 2.65, 2.63)
C (-1.89, 2.76, 1.14)
C (-3.11, 3.26, 0.36)
C (-0.68, 3.65, 0.91)
C (-0.76, 4.98, 1.34)
C (0.30, 5.84, 1.19)
C (1.48, 5.38, 0.62)
C (1.61, 4.07, 0.18)
C (2.95, 3.67, -0.41)
C (3.71, 2.71, 0.51)
C (2.85, 3.16, -1.85)
C (0.51, 3.21, 0.32)
N (0.61, 1.84, -0.11)
C (-0.21, 1.37, -1.10)
C (-0.05, 0.09, -1.59)
N (0.95, -0.71, -1.08)
C (1.29, -1.98, -1.64)
C (2.46, -2.13, -2.40)
C (2.77, -3.40, -2.87)
C (1.97, -4.50, -2.60)
C (0.82, -4.33, -1.85)
C (0.46, -3.08, -1.36)
C (-0.79, -2.96, -0.51)
C (-0.53, -3.54, 0.89)
C (-2.01, -3.61, -1.16)
C (3.39, -1.00, -2.78)
C (4.06, -0.33, -1.58)
C (2.71, 0.01, -3.71)
H (-3.03, 1.93, 2.79)
H (-2.56, 3.60, 3.04)
H (-1.35, 2.33, 3.20)
H (-1.66, 1.76, 0.80)
H (-3.39, 4.27, 0.67)
H (-3.97, 2.61, 0.53)
H (-2.92, 3.30, -0.72)
H (-1.68, 5.33, 1.79)
H (0.22, 6.87, 1.52)
H (2.32, 6.06, 0.51)
H (3.54, 4.59, -0.45)
H (3.17, 1.77, 0.62)
H (3.83, 3.15, 1.50)
H (4.70, 2.50, 0.10)
H (2.34, 2.20, -1.90)
H (3.84, 3.04, -2.28)
H (2.30, 3.88, -2.47)
H (-1.03, 1.97, -1.47)
H (-0.79, -0.31, -2.29)
H (3.67, -3.53, -3.46)
H (2.25, -5.48, -2.97)
H (0.20, -5.19, -1.63)
H (-1.02, -1.91, -0.39)
H (-0.31, -4.61, 0.83)
H (-1.40, -3.41, 1.53)
H (0.33, -3.05, 1.36)
H (-1.90, -4.69, -1.23)
H (-2.17, -3.22, -2.17)
H (-2.91, -3.41, -0.57)
H (4.20, -1.46, -3.35)
H (3.34, 0.18, -0.94)
H (4.78, 0.41, -1.92)
H (4.60, -1.07, -0.98)
H (1.88, 0.52, -3.22)
H (2.33, -0.49, -4.60)
H (3.43, 0.78, -4.02)
N (-7.34, -1.72, -1.94)
C (-7.07, -1.90, -0.63)
O (-7.87, -2.33, 0.17)
C (-5.68, -1.51, -0.16)
C (-4.88, -0.59, -0.81)
C (-3.64, -0.29, -0.27)
N (-3.20, -0.85, 0.85)
C (-3.98, -1.73, 1.49)
C (-5.23, -2.08, 1.02)
H (-8.24, -2.03, -2.27)
H (-6.61, -1.58, -2.62)
H (-5.20, -0.08, -1.71)
H (-2.98, 0.44, -0.73)
H (-3.58, -2.17, 2.40)
H (-5.86, -2.78, 1.55)
C (3.67, -0.51, 3.53)
C (3.44, -0.86, 2.07)
C (3.55, -2.34, 1.79)
O (2.14, -0.41, 1.68)
H (4.67, -0.82, 3.83)
H (2.94, -1.03, 4.15)
H (3.57, 0.56, 3.69)
H (4.16, -0.31, 1.45)
H (3.32, -2.56, 0.74)
H (2.84, -2.89, 2.42)
H (4.56, -2.70, 2.01)
C (-0.85, -0.55, 3.09)
O (-0.86, -0.41, 1.66)
H (-0.50, -1.54, 3.36)
H (-1.86, -0.40, 3.47)
H (-0.20, 0.20, 3.53)
H (-1.88, -0.59, 1.29)

Computed properties:
Kohn-Sham gap = 7.655 eV
Net charge = +1

Density functional theory data (the ωB97M-V functional and the def2-TZVPD basis) for a molecular structure, C21H13N5O6RhS2.

CARTESIAN COORDINATES (ANGSTROEM)
Rh (-0.39, -0.22, -0.74)
O (-0.60, -0.61, 1.29)
S (-0.98, -2.08, 1.08)
O (-0.14, -2.96, 1.86)
O (-2.40, -2.26, 1.22)
O (-0.59, -2.20, -0.42)
C (-0.49, 4.10, -1.14)
C (0.86, 4.41, -1.11)
C (1.78, 3.39, -0.92)
C (1.33, 2.09, -0.77)
N (0.02, 1.80, -0.81)
C (-0.87, 2.78, -0.98)
C (2.22, 0.94, -0.52)
C (3.60, 1.02, -0.39)
C (4.31, -0.13, -0.10)
C (3.64, -1.32, 0.09)
C (2.26, -1.34, -0.05)
N (1.59, -0.24, -0.38)
H (-1.25, 4.85, -1.29)
H (1.19, 5.43, -1.24)
H (2.84, 3.61, -0.89)
H (-1.91, 2.49, -1.00)
H (4.10, 1.96, -0.51)
H (5.39, -0.09, -0.01)
H (4.16, -2.24, 0.33)
H (1.66, -2.23, 0.08)
N (-2.35, 0.01, -1.13)
C (-3.32, 0.41, -1.62)
C (-4.50, 0.91, -2.16)
C (-4.63, 2.32, -2.15)
N (-4.70, 3.47, -2.08)
C (-5.47, 0.07, -2.76)
N (-6.26, -0.60, -3.27)
O (4.37, -5.41, -3.43)
C (4.63, -4.08, -3.37)
O (5.77, -3.71, -3.27)
C (3.46, -3.17, -3.33)
C (2.17, -3.59, -3.01)
C (1.12, -2.69, -2.96)
C (1.34, -1.33, -3.21)
S (0.04, -0.14, -3.06)
C (2.63, -0.91, -3.55)
C (3.67, -1.82, -3.60)
H (3.43, -5.55, -3.56)
H (1.96, -4.62, -2.76)
H (0.13, -3.02, -2.67)
H (2.80, 0.14, -3.75)
H (4.68, -1.49, -3.84)

Computed properties:
Kohn-Sham gap = 6.471 eV
Net charge = -1